No. 1
Entry from OMol25: C17H33Cl3NO9P2RhSi3 as an isolated structure at a distorted geometry (ωB97M-V/def2-TZVPD).

CARTESIAN COORDINATES (ANGSTROEM)
C 1.18534 2.29918 -3.59167
P -1.42784 -1.14227 2.90672
H 1.42635 -3.71818 -3.20118
H 4.85491 -2.34662 1.17624
C 3.56982 -1.96956 -1.33664
H 3.47117 -1.18781 -2.09063
O -0.72228 -2.59578 2.60394
O 1.47237 -1.95684 3.71127
C 2.91697 0.33156 0.74840
H -3.50953 1.59529 -0.90370
H 0.32976 3.58538 0.25607
Cl -2.79485 1.86329 5.51759
H 3.16055 0.93568 -0.12644
H 3.54466 -3.51186 1.40876
Si 2.55654 -1.49536 0.26130
H -2.90599 -0.27135 1.71417
C 3.79816 -2.44815 1.43367
C -0.57715 -3.83320 -0.42535
Si -2.10373 3.14707 0.47798
H 4.62971 -2.06934 -1.09582
C -1.97834 2.41213 4.13562
H 2.03273 0.78118 1.22658
C 1.42366 -0.07085 -3.40689
H 1.02261 -1.07370 3.65441
H -1.72136 -0.82648 -2.80688
H 1.21364 3.21484 -4.16579
H 0.59704 3.25559 -1.77227
H -3.50027 4.89391 1.52890
H -4.50745 3.59346 0.92415
C -1.84857 -1.68081 -2.13783
H -2.33607 -1.32763 -1.22676
H -1.19968 -3.42566 0.36984
Si -0.17249 -2.47500 -1.66428
O 1.25200 -4.19745 2.50608
H -1.12048 -4.65276 -0.89907
H 3.73980 0.41945 1.45850
C -3.63885 4.21028 0.69236
H -3.84417 4.78575 -0.21415
H 0.24578 -2.81338 -4.15382
Rh -0.13554 0.23052 0.57290
H 3.66523 -2.13476 2.47108
N 0.80045 1.22905 -1.49110
C 0.96266 -1.08978 -1.14194
O -0.30735 -0.11470 2.93101
Cl -2.92825 4.76183 3.93254
H 1.76093 1.01214 -5.22144
O 1.17932 -1.97127 1.19512
P 0.86927 -2.78526 2.49572
H -2.52345 -2.39006 -2.62405
H -0.21969 -4.32274 -3.37532
Cl -0.33570 2.81832 4.35586
H 3.23246 -2.91056 -1.77488
C -0.56311 4.21216 0.21413
C -2.42929 1.98879 2.84660
C 1.07129 0.01707 -2.03825
C 0.37802 -3.41709 -3.25381
H 1.64802 -1.04364 -3.81977
O -2.33637 -1.28621 4.04503
O -2.22512 -0.95195 1.48771
H 0.31444 -4.23602 0.05447
H -0.58285 4.75723 -0.73165
H -2.25672 2.34256 -1.90697
O -3.51986 1.47877 2.59482
C -2.46787 1.91732 -0.92424
O -1.58255 2.30880 1.82626
C 1.48626 1.06695 -4.17410
H -0.49586 4.93488 1.02808
H -1.84090 1.02701 -0.81598
C 0.84770 2.31667 -2.25122

Computed properties:
Multiplicity: 5
Net charge: -2
HOMO (spin up / spin down) (eV): -2.118 / -2.811
ΔE to the lowest compared entry with this formula, charge and spin (kJ/mol): 242.4
Energy (Eh): -4442.2329
E_LUMO (spin up / spin down) (Eh): 0.154 / 0.148

Atom charges from the Mulliken analysis, given in e for atoms 1 to 5:
1. C -0.970
2. P 0.973
3. H 0.353
4. H 0.389
5. C -1.510

=====

No. 2
Entry from OMol25: C12H14BCdCl3N6O2 as an isolated structure at a distorted geometry (ωB97M-V/def2-TZVPD).

CARTESIAN COORDINATES (ANGSTROEM)
H 2.47750 -0.79608 -4.55007
H -3.62743 -1.57613 -4.31643
N -0.03638 2.14430 -1.39772
C -1.73503 -0.44404 -4.42157
Cl -3.27131 0.48677 3.73711
H -2.99693 -1.70860 -1.65193
N 1.51051 -0.45883 -1.47720
Cd -0.37079 0.16913 -0.21534
H 0.42346 -2.30236 2.05017
C -2.43123 -1.24532 -2.45609
H -1.56981 -0.11089 -5.43880
B 0.41705 0.79515 -3.52986
C 2.42189 -0.84054 -3.47456
H 0.72118 0.99218 -4.67113
Cl -3.14491 3.12650 2.48853
H 3.95515 -2.23832 -2.77517
H 0.37671 -3.80331 1.08507
N 0.14535 2.15167 -2.77481
H -1.12412 -3.25714 2.00123
N -0.86450 -0.08896 -3.45904
N -1.26948 -0.59504 -2.25003
C -2.67788 1.43155 2.38067
C -3.32959 0.81252 1.00676
O -2.54463 0.41532 0.09109
H 2.79124 -1.77341 -0.33866
Cl -0.84195 1.32575 2.33690
H -0.44741 3.69468 0.01506
C -2.75584 -1.17994 -3.82500
O -4.55399 0.79166 1.02062
C 2.51902 -1.34322 -1.29994
C -0.27204 3.40341 -1.00760
H -0.40008 5.31091 -2.16812
H 0.02044 3.69816 -4.26671
C 3.13016 -1.59517 -2.54697
C -0.00589 3.42483 -3.21834
C -0.22108 -2.95764 1.44539
C -0.24864 4.25437 -2.12746
H -0.49773 -2.33385 0.59338
N 1.47980 -0.13417 -2.82437

Computed properties:
Net charge: +2
HOMO (spin up / spin down) (eV): -15.195 / -15.048
ΔE to the lowest compared entry with this formula, charge and spin (kJ/mol): 0.0
Energy (Eh): -2517.1864
E_LUMO (spin up / spin down) (Eh): -0.413 / -0.402

Atom charges from the Mulliken analysis, given in e for atoms 1 to 5:
1. H 0.439
2. H 0.454
3. N -0.588
4. C -0.014
5. Cl -0.006

=====

No. 3
Entry from OMol25: one molecule with the formula C4H7N3 at a distorted geometry (ωB97M-V/def2-TZVPD).

CARTESIAN COORDINATES (ANGSTROEM)
C 1.70255 -0.16333 1.30816
H -1.63556 -1.05713 -1.54553
H -0.01742 1.09968 0.94481
H -2.25038 1.17406 -0.33034
N 1.95968 -1.40055 1.58019
C -0.12528 -0.71690 -0.27032
N 0.14010 -1.90625 0.06834
C -1.60787 1.01002 -1.20931
H 2.94650 -1.52233 1.83845
N -1.01647 -0.31482 -1.24885
H -0.82070 1.77055 -1.21901
C 0.52959 0.21822 0.62129
H -2.21238 1.14653 -2.11059
H 2.38187 0.65648 1.58543

Computed properties:
HOMO (spin up / spin down) (eV): -8.682 / -8.497
ΔE to the lowest compared entry with this formula, charge and spin (kJ/mol): 393.7
Energy (Eh): -320.7333
E_LUMO (spin up / spin down) (Eh): -0.040 / 0.005

Atom charges from the Mulliken analysis, given in e for atoms 1 to 5:
1. C -0.129
2. H 0.272
3. H 0.383
4. H 0.312
5. N -0.515

=====

No. 4
Entry from OMol25: a 2-piece molecular cluster, C4H5NO overall at a distorted geometry (ωB97M-V/def2-TZVPD).

CARTESIAN COORDINATES (ANGSTROEM)
C 0.07909 1.21043 -0.46070
N 0.53852 0.09294 0.33722
C -0.69808 0.53716 0.59653
H -0.17038 0.97139 -1.49510
H 1.44151 -1.56942 1.09998
H 0.62844 2.13932 -0.32354
H 2.24112 -0.77213 -0.40326
H -1.05905 0.86869 1.54844
O -2.64897 -1.61642 -0.36200
C -1.79326 -1.04068 -0.85984
C 1.44105 -0.82127 0.32226

Computed properties:
HOMO (spin up / spin down) (eV): -7.480 / -7.479
ΔE to the lowest compared entry with this formula, charge and spin (kJ/mol): 423.6
Energy (Eh): -285.2532
E_LUMO (spin up / spin down) (Eh): 0.031 / 0.031

Atom charges from the Mulliken analysis, given in e for atoms 1 to 5:
1. C -0.351
2. N 0.044
3. C -0.479
4. H 0.252
5. H 0.264

=====

No. 5
Entry from OMol25: one molecule with the formula C14H24N4Si at a distorted geometry (ωB97M-V/def2-TZVPD).

CARTESIAN COORDINATES (ANGSTROEM)
H 2.99099 3.44413 1.74213
H 3.26909 -0.38592 0.89674
H 0.87851 -4.53787 -3.44084
C -3.36935 -0.35781 0.84349
N -0.96760 -0.67604 -1.61632
N 2.68633 -2.61360 -1.46975
C 1.32836 0.74288 -0.63954
H -3.61800 -2.68493 -0.73023
H -0.70224 2.44140 3.33416
C 2.10935 4.07439 1.71633
H -3.23569 0.18555 1.83163
C 2.50148 -1.48053 -0.88336
C -2.59712 -2.16391 -0.63564
H -1.99951 -3.02092 -0.72950
H -2.37338 -2.12000 1.59054
C 0.28107 -1.31526 -1.56619
H -0.90496 0.25451 -1.25267
C 3.65437 -0.91247 0.00229
C 1.35408 -0.66064 -1.01111
H 2.46802 -4.75312 -2.99204
H -1.49291 3.07583 0.68433
H 4.14644 -0.16006 -0.61417
H 4.38925 -1.69841 0.25334
H 0.94227 1.66291 3.38152
Si 0.73962 2.89099 1.30078
C -2.26838 -1.25331 -1.83459
C 1.17028 1.77814 -0.01574
C -2.37135 -1.44816 0.71196
H 2.32368 4.98925 1.13769
H -0.49208 4.32010 -0.15712
N 1.62050 -4.28708 -2.75444
C 1.57929 -3.11879 -2.02428
H -3.39179 0.32167 0.03621
H -1.39844 -0.95584 0.71272
C -0.72946 3.85909 0.82328
H 2.05922 4.39295 2.76961
C 0.13214 1.95378 2.76609
H -2.29377 -1.78906 -2.79675
H -4.34582 -0.81590 0.87058
H -1.16273 4.63852 1.40551
N 0.39054 -2.51797 -2.08026
H -3.01886 -0.40435 -1.83370
H -0.28147 1.10583 2.26729

Computed properties:
SMILES: CCCCNc1nc(N)nc(C)c1C#C[Si](C)(C)C
HOMO (eV): -8.052
Energy (Eh): -1056.3627
E_LUMO (Eh): 0.027

Atom charges from the Mulliken analysis, given in e for atoms 1 to 5:
1. H 0.314
2. H 0.305
3. H 0.245
4. C -1.329
5. N -0.079